Arrangement A

The following is a quantum chemistry calculation of a 21-piece molecular cluster, H42O21 overall, from the Open Molecules 2025 dataset.

Properties
frontier orbital gap = 10.487 eV
LUMO = 0.041 eV

Positions of all 63 atoms, in Å:
O (0.120, -0.155, 0.175)
O (-0.116, 2.548, -3.017)
O (2.978, 1.343, 2.375)
O (-1.612, 3.324, 2.729)
O (-1.810, -1.931, 3.558)
O (2.890, 2.032, -1.794)
O (-0.657, -0.085, -2.841)
O (-1.340, 0.600, 2.219)
O (1.628, -1.861, -3.890)
O (4.776, 0.980, 0.263)
O (1.092, 3.000, 0.710)
O (3.185, -2.101, 1.451)
O (-3.130, -4.843, -0.886)
O (-3.134, 1.325, -1.459)
O (-1.527, 3.266, -0.133)
O (-3.856, 1.103, 1.034)
O (-2.974, -1.566, -2.406)
O (2.789, -0.966, -1.038)
O (2.277, -0.844, 3.658)
O (-2.534, -2.156, 0.654)
O (0.018, -2.860, -1.159)
H (-1.530, 2.340, 2.646)
H (0.183, 3.185, 0.357)
H (5.201, 1.699, -0.211)
H (2.473, 1.183, -1.567)
H (1.930, -1.834, -4.793)
H (-3.281, -1.710, -3.312)
H (2.559, -0.918, 4.590)
H (-1.352, 0.024, 3.024)
H (-0.738, 0.808, -3.222)
H (-2.056, 3.266, 0.671)
H (-0.170, 3.040, -3.830)
H (0.594, -2.843, -0.392)
H (-3.040, -3.921, -0.646)
H (-3.766, 0.889, -0.852)
H (-0.806, -2.463, -0.886)
H (-3.092, 0.688, 1.473)
H (1.310, 3.704, 1.300)
H (4.335, 0.517, -0.451)
H (-3.087, -1.624, 0.047)
H (-2.895, -1.875, 1.527)
H (2.725, 2.619, -1.024)
H (0.191, -0.468, -3.136)
H (3.678, 1.213, 1.721)
H (0.855, -0.423, -0.391)
H (-0.563, 0.248, -0.432)
H (2.553, 0.050, 3.309)
H (2.573, -1.520, -1.807)
H (4.127, -2.181, 1.417)
H (1.180, -2.687, -3.684)
H (-0.964, 3.593, 3.366)
H (0.818, 2.405, -2.831)
H (2.909, -1.479, -0.222)
H (2.953, -1.688, 2.322)
H (-2.123, -1.033, -2.599)
H (-2.075, 3.034, -0.887)
H (-0.563, 0.292, 1.680)
H (-2.294, -5.028, -1.254)
H (-1.491, -2.478, 4.301)
H (2.259, 1.741, 1.865)
H (-1.304, -2.182, 2.756)
H (-4.566, 1.097, 1.704)
H (-2.714, 0.565, -1.851)


Arrangement B

The following is a quantum chemistry calculation of a 21-piece molecular cluster, H42O21 overall, from the Open Molecules 2025 dataset.

Properties
frontier orbital gap = 10.124 eV
LUMO = -0.666 eV

Positions of all 63 atoms, in Å:
O (3.370, 2.020, -1.352)
O (0.496, 1.721, -2.034)
O (-0.679, 0.442, 0.101)
O (-4.154, 1.712, -2.089)
O (1.288, -1.144, 1.345)
O (0.013, -3.702, 2.677)
O (-3.155, -0.316, -0.144)
O (0.727, 4.113, -0.551)
O (0.445, 2.286, 3.110)
O (-0.155, -2.756, -4.807)
O (-3.888, -0.799, 2.515)
O (1.163, -1.247, -2.921)
O (1.134, -3.974, -1.706)
O (-1.198, -3.149, -0.319)
O (0.647, 0.460, 5.184)
O (-0.983, 3.784, 1.250)
O (3.728, -0.114, 1.238)
O (2.180, -3.445, 1.195)
O (-2.823, -2.133, -3.872)
O (-2.351, 3.694, -0.989)
O (4.824, 2.853, 0.559)
H (0.228, -2.351, -4.001)
H (-4.161, -1.652, 2.879)
H (4.622, 0.005, 0.883)
H (-2.001, 2.850, -0.709)
H (1.462, 0.118, 4.796)
H (0.737, -3.695, 2.003)
H (0.822, -0.843, 2.131)
H (-0.978, -0.290, 0.674)
H (0.675, -1.646, -2.188)
H (-2.607, 4.307, -0.301)
H (-1.299, -3.319, 0.635)
H (0.861, 1.391, 5.322)
H (0.397, -3.979, -1.069)
H (-0.069, 2.289, -2.576)
H (4.836, 2.608, -0.366)
H (2.187, -2.456, 1.093)
H (3.628, -1.049, 1.021)
H (1.168, -0.302, -2.681)
H (-0.143, 1.373, -1.396)
H (-1.026, 3.391, 2.147)
H (-4.258, 2.392, -1.394)
H (0.865, 3.200, -0.312)
H (0.334, 1.342, 3.232)
H (-2.131, -3.199, -0.588)
H (0.880, -4.664, -2.328)
H (0.434, -3.999, 3.489)
H (-3.411, 1.230, -1.702)
H (-2.189, -1.936, -4.566)
H (3.983, 2.419, 0.765)
H (0.966, -0.536, 0.660)
H (3.961, 2.298, -2.067)
H (-0.185, 4.360, -0.729)
H (1.217, 2.685, 2.708)
H (2.057, -3.576, 0.241)
H (-2.739, -1.149, 0.067)
H (-0.581, -3.464, -4.256)
H (-3.954, -0.085, 0.332)
H (-3.471, -1.499, -3.572)
H (-3.497, -0.272, 3.218)
H (2.544, 1.827, -1.835)
H (-0.582, 1.211, 0.689)
H (-0.209, 4.359, 1.260)


Arrangement C

The following is a quantum chemistry calculation of a 21-piece molecular cluster, H42O21 overall, from the Open Molecules 2025 dataset.

Properties
frontier orbital gap = 11.081 eV
LUMO = 0.059 eV

Positions of all 63 atoms, in Å:
O (-17.983, -5.615, 0.069)
O (-16.399, -5.792, 2.487)
O (-10.734, -5.611, 0.319)
O (-16.924, -10.835, -0.630)
O (-18.222, -7.453, -4.899)
O (-15.060, -9.460, 0.601)
O (-14.397, -6.824, 0.380)
O (-17.682, -3.275, -1.918)
O (-15.906, -12.382, -3.213)
O (-12.534, -5.120, -4.043)
O (-18.023, -8.206, -1.063)
O (-13.253, -6.306, 3.074)
O (-12.444, -6.994, -1.561)
O (-16.748, -5.630, -5.988)
O (-20.163, -8.762, -3.013)
O (-12.884, -10.512, 1.588)
O (-15.762, -4.074, -3.755)
O (-15.989, -6.367, -1.750)
O (-10.971, -8.767, 0.422)
O (-15.428, -8.161, 3.556)
O (-13.896, -4.246, -1.058)
H (-15.009, -12.443, -2.940)
H (-16.324, -7.861, 3.538)
H (-12.257, -9.799, 1.324)
H (-15.357, -8.737, 2.779)
H (-18.868, -6.762, -4.648)
H (-16.225, -11.673, -2.654)
H (-13.745, -6.943, 3.648)
H (-14.264, -10.051, 0.779)
H (-10.423, -8.049, 0.850)
H (-13.338, -4.565, -4.158)
H (-17.710, -5.498, 1.010)
H (-14.754, -8.669, 0.196)
H (-16.145, -10.396, -0.169)
H (-17.025, -6.557, -5.906)
H (-16.507, -3.783, -3.232)
H (-12.296, -6.328, 3.311)
H (-17.357, -11.478, -0.074)
H (-10.298, -6.276, -0.240)
H (-16.485, -7.181, -1.860)
H (-13.716, -6.609, 1.087)
H (-12.336, -11.280, 1.747)
H (-13.493, -4.992, -1.541)
H (-17.138, -5.768, -0.369)
H (-15.914, -5.145, 3.002)
H (-14.600, -5.987, -0.042)
H (-16.359, -5.575, -6.893)
H (-15.632, -6.057, -2.582)
H (-18.064, -4.014, -1.477)
H (-15.730, -6.312, 1.966)
H (-18.444, -7.852, -0.286)
H (-16.118, -4.486, -4.568)
H (-11.467, -8.218, -0.210)
H (-18.464, -8.187, -4.355)
H (-20.946, -8.339, -2.738)
H (-14.573, -3.929, -1.654)
H (-19.613, -8.802, -2.234)
H (-17.708, -9.094, -0.858)
H (-13.312, -7.296, -1.215)
H (-11.595, -5.599, -0.127)
H (-17.710, -2.569, -1.225)
H (-12.501, -6.825, -2.466)
H (-11.983, -4.853, -4.813)


Stability check: which of them is most stable? arrangement A.


Arrangement A

The following is a quantum chemistry calculation of an isolated molecule of C7H12N2O, from the Open Molecules 2025 dataset.

Properties
frontier orbital gap = 9.984 eV
LUMO = 0.820 eV

Positions of all 22 atoms, in Å:
O (-1.908, -0.718, 0.950)
N (-1.523, 1.446, 1.066)
N (-0.095, -0.920, -1.185)
C (1.040, 1.184, -0.326)
C (2.351, 0.883, -1.037)
C (0.922, -0.917, 0.963)
C (1.543, -1.584, 1.757)
C (0.202, -0.084, -0.022)
C (-0.760, -0.256, -2.291)
C (-1.155, 0.316, 0.599)
H (-1.733, 0.139, -1.962)
H (0.752, -1.386, -1.493)
H (1.246, 1.703, 0.621)
H (-0.956, -0.995, -3.078)
H (2.912, 1.813, -1.194)
H (2.184, 0.423, -2.021)
H (2.981, 0.204, -0.444)
H (-0.866, 2.187, 0.838)
H (0.436, 1.864, -0.944)
H (-0.188, 0.575, -2.742)
H (-2.272, -0.394, 1.859)
H (2.057, -2.183, 2.488)


Arrangement B

The following is a quantum chemistry calculation of a 2-piece molecular cluster, C7H12N2O overall, from the Open Molecules 2025 dataset.

Properties
frontier orbital gap (spin up / spin down) = 9.381 / 9.380 eV
LUMO (spin up / spin down) = 0.482 / 0.481 eV

Positions of all 22 atoms, in Å:
O (1.259, 0.313, -2.831)
N (1.477, 0.276, -1.644)
N (2.404, 0.671, -0.918)
C (3.436, 1.349, -1.556)
C (-1.126, 0.060, 1.978)
C (0.296, -0.122, 1.238)
C (-1.210, -0.433, -0.888)
C (-2.117, -1.029, 1.416)
C (-2.511, -0.805, -0.084)
C (-0.070, -0.206, -0.270)
H (-3.014, -1.039, 2.021)
H (3.718, 2.234, -0.969)
H (-3.340, -0.066, -0.144)
H (-1.025, -0.093, 3.115)
H (-1.462, 1.081, 1.720)
H (1.051, 0.591, 1.621)
H (4.226, 0.668, -1.737)
H (-1.643, -1.965, 1.419)
H (0.654, -1.175, 1.611)
H (-1.209, -0.241, -1.988)
H (3.129, 1.677, -2.514)
H (-2.924, -1.746, -0.594)


Stability check: which of them is most stable? arrangement A.


Arrangement A

The following is a quantum chemistry calculation of C6H14O as an isolated structure, from the Open Molecules 2025 dataset.

Properties
frontier orbital gap = 9.402 eV
LUMO = 0.866 eV

Positions of all 21 atoms, in Å:
O (1.114, -0.836, -1.620)
C (-0.261, -0.379, -0.417)
C (-0.952, -1.697, -0.144)
C (-0.468, 0.529, 1.675)
C (1.654, 1.256, 0.169)
C (-1.075, 0.600, -1.221)
C (0.814, 0.036, 0.437)
H (2.123, 1.599, 1.092)
H (-0.361, -2.334, 0.513)
H (-1.545, 0.463, 1.553)
H (-0.285, 1.574, 1.910)
H (1.457, -1.717, -1.430)
H (1.073, 2.084, -0.231)
H (2.418, 0.989, -0.558)
H (1.347, -0.785, 0.908)
H (-1.085, -2.206, -1.097)
H (-0.180, -0.111, 2.505)
H (-1.168, 0.188, -2.224)
H (-0.608, 1.577, -1.310)
H (-1.939, -1.546, 0.293)
H (-2.074, 0.715, -0.801)


Arrangement B

The following is a quantum chemistry calculation of a 2-piece molecular cluster, C6H14O overall, from the Open Molecules 2025 dataset.

Properties
frontier orbital gap = 9.794 eV
LUMO = 0.938 eV

Positions of all 21 atoms, in Å:
O (-0.640, -4.502, 1.953)
C (1.368, -0.249, -1.325)
C (-1.064, 0.341, -0.693)
C (2.776, -0.401, -0.798)
C (-1.183, 2.731, 0.169)
C (0.397, 0.103, -0.455)
C (-1.673, 1.256, 0.468)
H (-0.079, -5.151, 1.490)
H (-0.809, -4.768, 2.879)
H (-1.639, 3.363, -0.638)
H (-1.537, 1.114, 1.525)
H (-0.123, 2.656, -0.081)
H (3.343, 0.547, -0.849)
H (-1.422, 3.237, 1.106)
H (-1.336, 0.846, -1.620)
H (0.706, 0.491, 0.578)
H (3.197, -1.214, -1.383)
H (-2.747, 1.202, 0.322)
H (-1.615, -0.602, -0.533)
H (1.160, -0.390, -2.393)
H (2.921, -0.609, 0.274)


Arrangement C

The following is a quantum chemistry calculation of a 2-piece molecular cluster, C6H14O overall, from the Open Molecules 2025 dataset.

Properties
frontier orbital gap = 9.365 eV
LUMO = 0.898 eV

Positions of all 21 atoms, in Å:
O (1.521, -1.483, 0.383)
C (-1.173, -0.421, 0.381)
C (1.335, -0.124, 0.334)
C (-1.836, -0.464, -1.001)
C (2.591, 0.695, 0.286)
C (0.101, 0.382, 0.344)
C (-2.137, 0.152, 1.424)
H (1.033, 0.423, -2.201)
H (1.393, 0.422, -2.856)
H (2.452, -1.678, 0.227)
H (-1.685, 0.157, 2.421)
H (-0.921, -1.449, 0.666)
H (0.008, 1.467, 0.305)
H (2.362, 1.753, 0.137)
H (-1.166, -0.912, -1.742)
H (3.233, 0.373, -0.545)
H (-2.406, 1.186, 1.170)
H (-3.063, -0.431, 1.468)
H (-2.090, 0.548, -1.342)
H (3.167, 0.593, 1.215)
H (-2.762, -1.050, -0.977)


Arrangement D

The following is a quantum chemistry calculation of an isolated molecule of C6H14O, from the Open Molecules 2025 dataset.

Properties
frontier orbital gap = 10.956 eV
LUMO = 1.155 eV

Positions of all 21 atoms, in Å:
O (-1.097, -0.946, -1.065)
C (0.124, -0.280, -1.315)
C (-2.132, -0.454, -1.875)
C (1.214, -0.809, -0.374)
C (1.716, 0.182, 0.687)
C (-0.568, 0.897, 1.653)
C (0.830, 0.343, 1.927)
H (-0.514, 1.865, 1.138)
H (-2.341, 0.605, -1.659)
H (-1.889, -0.544, -2.947)
H (1.864, 1.167, 0.218)
H (-3.025, -1.046, -1.663)
H (-1.114, 1.051, 2.590)
H (-1.152, 0.213, 1.027)
H (-0.014, 0.807, -1.182)
H (2.071, -1.127, -0.977)
H (0.407, -0.439, -2.370)
H (0.742, -0.631, 2.429)
H (2.710, -0.145, 1.018)
H (0.819, -1.713, 0.105)
H (1.349, 1.003, 2.635)


Stability check: which of them is most stable? arrangement D.


Arrangement A

The following is a quantum chemistry calculation of CH3Br2PS as an isolated structure, from the Open Molecules 2025 dataset.

Properties
frontier orbital gap (spin up / spin down) = 7.223 / 7.220 eV
LUMO (spin up / spin down) = -1.552 / -1.555 eV

Positions of all 8 atoms, in Å:
Br (-1.129, -1.802, 0.000)
Br (-2.623, 0.957, 0.280)
S (0.913, 1.133, -0.640)
P (1.276, -0.143, 0.858)
C (-1.414, -0.076, -0.738)
H (2.580, -0.975, 0.480)
H (2.112, 0.763, 1.538)
H (-1.716, 0.144, -1.777)


Arrangement B

The following is a quantum chemistry calculation of an isolated molecule of CH3Br2PS, from the Open Molecules 2025 dataset.

Properties
frontier orbital gap = 8.111 eV
LUMO = -1.206 eV

Positions of all 8 atoms, in Å:
Br (3.119, 1.888, -0.402)
Br (3.197, -1.646, -0.712)
S (2.779, -0.310, 2.558)
P (2.463, -0.062, 0.655)
C (0.266, -0.194, 0.066)
H (0.317, 0.433, -0.836)
H (0.269, -1.289, -0.016)
H (-0.532, 0.250, 0.650)


Stability check: which of them is most stable? arrangement B.